Record 1
The following is a DFT calculation (ωB97M-V/def2-TZVPD) of a structure of composition C19H28CoNPS in a non-equilibrium geometry.

Last column: natural (NBO) charge in e.
Element x y z (Å)
C1 0.523 -0.561 -4.930  -0.222
C2 0.887 0.680 -4.425  -0.244
C3 0.583 1.033 -3.103  0.036
C4 -0.051 0.129 -2.258  -0.411
C5 -0.379 -1.129 -2.747  -0.079
C6 -0.085 -1.478 -4.076  -0.214
C7 0.857 2.444 -2.662  -0.480
C8 0.239 2.876 -1.329  -0.233
N1 -1.270 2.550 -1.147  -0.503
Co1 -0.318 0.624 -0.281  0.775
C9 -0.977 -2.106 -1.766  -0.717
P1 -1.643 -1.107 -0.321  0.962
H1 1.368 1.420 -5.065  0.199
H2 -0.353 -2.481 -4.412  0.202
H3 0.716 -0.822 -5.968  0.211
H4 -0.201 -2.780 -1.355  0.243
H5 -1.775 -2.732 -2.191  0.221
H6 1.936 2.572 -2.522  0.242
H7 0.572 3.159 -3.443  0.210
H8 0.782 2.356 -0.502  0.209
C10 -1.783 -2.327 0.991  -0.973
C11 -3.361 -0.678 -0.768  -0.962
H9 0.365 3.964 -1.224  0.205
C12 -2.016 2.428 -2.429  -0.408
C13 -1.916 3.646 -0.381  -0.408
H10 -0.781 0.229 1.168  0.086
H11 -2.626 3.321 -2.608  0.181
H12 -1.332 2.336 -3.269  0.222
H13 -2.690 1.563 -2.435  0.198
H14 -2.571 4.233 -1.043  0.190
H15 -2.515 3.305 0.472  0.203
H16 -1.155 4.330 -0.003  0.200
H17 -3.963 -1.596 -0.808  0.233
H18 -3.758 -0.008 0.010  0.239
H19 -3.428 -0.168 -1.738  0.250
H20 -2.373 -3.183 0.636  0.231
H21 -0.788 -2.652 1.307  0.257
H22 -2.288 -1.854 1.840  0.240
H23 -1.357 1.063 0.801  -0.050
S1 1.805 0.047 0.185  -0.291
C14 2.270 -0.467 1.737  -0.185
C15 2.011 -1.802 2.141  -0.243
C16 2.392 -2.222 3.407  -0.197
C17 3.074 -1.358 4.269  -0.244
C18 3.387 -0.061 3.853  -0.202
C19 2.950 0.409 2.617  -0.230
H24 1.492 -2.461 1.443  0.207
H25 2.160 -3.241 3.719  0.207
H26 3.360 -1.702 5.260  0.210
H27 3.972 0.597 4.493  0.210
H28 3.101 1.445 2.314  0.217

Results
Relative energy (zero: lowest compared OMol25 entry of this formula, charge and spin) = 16.63 kcal per mole
Highest occupied orbital energy (alpha / beta) = -6.3 / -7.6 eV
HOMO-LUMO gap (alpha / beta) = 0.2540 / 0.2823 hartree
LUMO (alpha / beta) = 0.581 / 0.115 eV
Charge = 0
Spin multiplicity = 4
Calculated total energy = -79394.5140 eV

---

Record 2
The following is a DFT calculation (ωB97M-V/def2-TZVPD) of a structure of composition C19H28CoNPTe in a non-equilibrium geometry.

Last column: natural (NBO) charge in e.
Element x y z (Å)
C1 -2.915 0.269 -3.822  -0.218
C2 -2.610 -0.958 -3.263  -0.215
C3 -1.742 -1.108 -2.158  -0.042
C4 -1.319 0.059 -1.493  -0.451
C5 -1.503 1.275 -2.150  0.004
C6 -2.338 1.402 -3.267  -0.265
C7 -1.518 -2.534 -1.771  -0.449
C8 -0.152 -3.185 -1.368  -0.183
N1 1.126 -2.654 -1.710  -0.474
Co1 -0.660 0.585 0.540  0.873
C9 -0.799 2.499 -1.616  -0.758
P1 0.591 1.887 -0.568  0.875
H1 -3.063 -1.848 -3.695  0.202
H2 -2.543 2.394 -3.665  0.202
H3 -3.596 0.351 -4.668  0.212
H4 -1.475 3.100 -0.989  0.234
H5 -0.370 3.123 -2.410  0.235
H6 -2.207 -2.749 -0.941  0.227
H7 -1.880 -3.155 -2.599  0.206
H8 -0.171 -3.324 -0.272  0.200
C10 1.087 3.216 0.556  -0.966
C11 1.921 1.792 -1.775  -0.953
H9 -0.176 -4.205 -1.809  0.165
C12 1.371 -1.920 -2.913  -0.392
C13 2.105 -2.566 -0.653  -0.390
H10 -0.412 1.549 1.856  -0.044
H11 1.815 -2.567 -3.684  0.169
H12 0.457 -1.479 -3.322  0.205
H13 2.084 -1.109 -2.715  0.177
H14 2.839 -3.385 -0.721  0.169
H15 2.648 -1.612 -0.699  0.171
H16 1.607 -2.630 0.326  0.208
H17 2.194 2.823 -2.044  0.231
H18 2.791 1.295 -1.331  0.248
H19 1.620 1.262 -2.687  0.267
H20 1.298 4.109 -0.036  0.233
H21 0.296 3.402 1.290  0.241
H22 1.987 2.861 1.076  0.246
H23 0.316 1.276 1.676  0.079
Te1 -0.813 -1.326 2.052  -0.164
C14 -0.258 -0.396 3.867  -0.237
C15 -1.127 0.546 4.459  -0.269
C16 -0.739 1.157 5.659  -0.206
C17 0.502 0.841 6.240  -0.228
C18 1.380 -0.049 5.609  -0.205
C19 1.012 -0.672 4.409  -0.258
H24 -2.067 0.788 3.957  0.220
H25 -1.407 1.878 6.134  0.214
H26 0.779 1.299 7.189  0.214
H27 2.355 -0.263 6.049  0.214
H28 1.679 -1.346 3.871  0.223

Results
Highest occupied orbital energy (alpha / beta) = -6.7 / -7.3 eV
HOMO-LUMO gap (alpha / beta) = 0.2532 / 0.2473 hartree
LUMO (alpha / beta) = 0.158 / -0.521 eV
Charge = 0
Spin multiplicity = 4
Calculated total energy = -75851.2367 eV

---

Record 3
The following is a DFT calculation (ωB97M-V/def2-TZVPD) of a structure of composition C19H28CrN4S2 in a non-equilibrium geometry.

Last column: natural (NBO) charge in e.
Element x y z (Å)
Cr1 0.815 -0.209 -0.443  1.182
S1 -1.338 1.570 -0.285  0.348
S2 -0.020 -2.369 -0.542  0.391
C1 -3.063 1.338 -0.804  -0.741
C2 -0.719 2.238 -1.894  -0.510
C3 -0.767 1.197 -2.990  -0.252
N1 -0.027 -0.039 -2.567  -0.639
C4 -0.692 -1.276 -3.064  -0.245
C5 -0.129 -2.516 -2.376  -0.523
H1 0.297 2.626 -1.739  0.230
H2 -1.397 3.073 -2.102  0.282
H3 -0.321 1.599 -3.915  0.256
H4 -1.802 0.927 -3.227  0.238
H5 -0.541 -1.351 -4.155  0.264
H6 -1.774 -1.184 -2.885  0.230
H7 0.862 -2.785 -2.759  0.251
H8 -0.809 -3.361 -2.534  0.290
C6 -1.783 -1.988 -0.214  -0.722
H9 0.876 0.011 -3.053  0.400
H10 -1.944 -0.905 -0.332  0.224
H11 -1.994 -2.282 0.817  0.286
H12 -2.380 -2.587 -0.911  0.269
H13 -3.653 1.420 0.115  0.279
H14 -3.258 0.366 -1.266  0.228
H15 -3.345 2.150 -1.483  0.272
C7 2.530 -0.678 -1.651  -0.458
C8 2.757 -0.951 -0.264  -0.453
H16 2.913 0.245 -2.108  0.254
H17 2.435 -1.503 -2.366  0.262
H18 3.366 -0.254 0.320  0.268
H19 2.767 -1.977 0.125  0.268
C9 -2.250 -2.449 3.880  -0.136
C10 -2.432 -1.075 3.661  -0.188
C11 -1.448 -0.362 2.983  -0.210
C12 -0.355 -1.042 2.429  0.119
C13 -0.142 -2.413 2.681  -0.241
C14 -1.091 -3.101 3.439  -0.173
N2 0.576 -0.277 1.678  -0.252
N3 0.954 0.781 2.404  -0.036
C15 1.591 1.742 1.683  0.244
C16 2.215 2.793 2.392  -0.124
C17 3.091 3.604 1.696  -0.097
C18 3.214 3.423 0.309  -0.164
C19 2.429 2.491 -0.351  0.052
N4 1.661 1.616 0.329  -0.545
H20 -2.988 -2.987 4.479  0.265
H21 -3.309 -0.549 4.034  0.261
H22 -1.501 0.720 2.845  0.235
H23 0.781 -2.871 2.324  0.235
H24 -0.917 -4.151 3.691  0.264
H25 2.038 2.822 3.467  0.287
H26 3.682 4.357 2.211  0.284
H27 3.927 3.990 -0.278  0.277
H28 2.412 2.394 -1.437  0.212

Results
Relative energy (zero: lowest compared OMol25 entry of this formula, charge and spin) = 6.78 kcal per mole
Highest occupied orbital energy (alpha / beta) = -17.8 / -17.8 eV
HOMO-LUMO gap (alpha / beta) = 0.2174 / 0.1991 hartree
LUMO (alpha / beta) = -11.903 / -12.408 eV
Charge = +3
Spin multiplicity = 4
Calculated total energy = -76180.5606 eV

---

Record 4
The following is a DFT calculation (ωB97M-V/def2-TZVPD) of a structure of composition C19H28F9N2O4P3Ti.

Last column: natural (NBO) charge in e.
Element x y z (Å)
Ti1 -0.284 -2.170 1.055  1.441
C1 0.857 -4.624 4.211  -0.669
C2 0.710 -3.273 3.582  0.501
O1 0.594 -3.298 2.285  -0.658
C3 0.697 -2.123 4.313  -0.427
C4 0.765 -0.842 3.693  0.322
C5 1.298 0.327 4.463  -0.661
N1 0.490 -0.726 2.444  -0.318
N2 1.030 0.400 1.817  -0.404
C6 1.373 0.041 0.616  0.564
O2 1.124 -1.154 0.159  -0.683
C7 2.132 0.979 -0.244  -0.129
C8 2.361 0.655 -1.576  -0.157
C9 3.059 1.531 -2.392  -0.222
C10 3.536 2.731 -1.883  -0.205
C11 3.316 3.053 -0.549  -0.247
C12 2.615 2.181 0.267  -0.121
H1 -0.077 -5.173 4.076  0.241
H2 1.642 -5.178 3.696  0.229
H3 1.088 -4.555 5.273  0.205
H4 0.804 -2.185 5.386  0.209
H5 1.371 0.080 5.521  0.207
H6 2.283 0.598 4.085  0.239
H7 0.656 1.196 4.326  0.237
H8 1.970 -0.280 -1.955  0.247
H9 3.226 1.280 -3.432  0.207
H10 4.075 3.416 -2.525  0.202
H11 3.688 3.988 -0.148  0.202
H12 2.435 2.413 1.308  0.218
C13 -0.468 1.253 -4.261  -0.951
P1 -0.998 0.573 -2.628  0.817
C14 -1.911 -0.905 -3.229  -0.942
C15 -2.450 1.676 -2.281  -0.710
C16 -2.087 3.161 -2.191  -0.705
P2 -0.506 3.495 -1.287  0.808
C17 -0.998 2.969 0.401  -0.952
C18 -0.702 5.323 -1.096  -0.937
H13 0.065 2.194 -4.108  0.232
H14 -1.307 1.413 -4.944  0.204
H15 0.226 0.550 -4.725  0.228
H16 -2.609 -0.657 -4.033  0.198
H17 -2.455 -1.350 -2.400  0.254
H18 -1.204 -1.657 -3.580  0.243
H19 -2.852 1.334 -1.322  0.232
H20 -3.236 1.527 -3.029  0.207
H21 -2.911 3.725 -1.739  0.207
H22 -1.943 3.561 -3.201  0.214
H23 -1.952 3.409 0.703  0.206
H24 -0.225 3.261 1.115  0.234
H25 -1.073 1.882 0.443  0.259
H26 -1.662 5.589 -0.644  0.205
H27 -0.625 5.807 -2.071  0.221
H28 0.102 5.711 -0.468  0.225
F1 -3.163 -2.740 1.807  -0.363
C19 -2.043 -2.349 2.488  0.680
F2 -2.414 -1.193 3.119  -0.373
F3 -1.957 -3.275 3.499  -0.379
O3 -1.425 -0.610 0.597  -0.181
O4 -1.852 -1.635 -0.079  -0.170
F4 -0.025 -2.910 -1.459  -0.560
P3 -0.306 -4.510 -1.301  2.610
F5 -0.611 -6.041 -0.986  -0.571
F6 1.198 -4.686 -0.768  -0.574
F7 0.128 -4.790 -2.807  -0.575
F8 -1.831 -4.271 -1.722  -0.574
F9 -0.753 -4.123 0.315  -0.535

Results
Relative energy (zero: lowest compared OMol25 entry of this formula, charge and spin) = 1.57 kcal per mole
Highest occupied orbital energy (alpha / beta) = -5.5 / -5.5 eV
HOMO-LUMO gap (alpha / beta) = 0.3005 / 0.2680 hartree
LUMO (alpha / beta) = 2.647 / 1.760 eV
Charge = -1
Spin multiplicity = 2
Calculated total energy = -106775.8498 eV

---

Record 5
The following is a DFT calculation (ωB97M-V/def2-TZVPD) of a structure of composition C19H28GaNO2P2 in a non-equilibrium geometry.

Last column: natural (NBO) charge in e.
Element x y z (Å)
Ga1 -0.336 0.765 -0.415  1.127
P1 2.204 -0.854 0.508  1.614
C1 2.161 -0.752 -1.300  -0.849
C2 0.964 -1.353 -1.990  0.262
N1 -0.246 -0.837 -1.672  -0.598
C3 -1.382 -1.275 -2.251  0.250
C4 -1.320 -2.240 -3.249  -0.220
C5 -0.083 -2.735 -3.654  -0.094
C6 1.065 -2.295 -3.006  -0.224
C7 -2.708 -0.668 -1.813  -0.767
P2 -2.503 0.930 -0.944  0.926
H1 2.058 -2.646 -3.272  0.250
H2 -2.252 -2.562 -3.710  0.252
H3 -0.017 -3.452 -4.472  0.260
H4 -3.357 -0.510 -2.689  0.277
H5 -3.240 -1.353 -1.132  0.286
H6 2.183 0.375 -1.565  0.367
H7 3.088 -1.240 -1.649  0.278
H8 0.784 2.982 -1.023  0.541
O1 1.112 1.764 -1.679  -1.136
H9 0.816 1.846 -2.604  0.489
H10 -0.256 2.634 0.127  0.307
O2 0.148 3.512 -0.367  -0.866
H11 0.685 3.997 0.302  0.529
C8 -2.830 2.213 -2.185  -0.941
H12 -3.866 2.124 -2.548  0.273
H13 -2.687 3.205 -1.731  0.277
H14 -2.146 2.108 -3.042  0.264
C9 -3.659 1.069 0.421  -0.946
H15 -3.568 2.067 0.871  0.278
H16 -4.693 0.923 0.077  0.276
H17 -3.423 0.321 1.190  0.271
C10 2.191 -2.532 1.084  -0.993
H18 3.224 -2.882 1.215  0.278
H19 1.664 -2.588 2.044  0.284
H20 1.677 -3.178 0.361  0.276
C11 3.598 0.065 1.121  -0.978
H21 3.392 0.385 2.149  0.281
H22 4.489 -0.574 1.111  0.274
H23 3.769 0.952 0.500  0.281
C12 0.710 0.001 1.059  -0.997
C13 0.198 0.095 2.242  0.205
C14 0.014 -0.050 3.614  -0.237
C15 -1.165 0.448 4.241  -0.144
C16 -1.366 0.286 5.606  -0.197
C17 -0.405 -0.370 6.393  -0.144
C18 0.765 -0.859 5.800  -0.229
C19 0.986 -0.703 4.438  -0.099
H24 -1.903 0.959 3.617  0.213
H25 -2.278 0.673 6.067  0.238
H26 -0.571 -0.496 7.464  0.243
H27 1.515 -1.367 6.415  0.240
H28 1.907 -1.076 3.974  0.193

Results
Relative energy (zero: lowest compared OMol25 entry of this formula, charge and spin) = 2.34 kcal per mole
Highest occupied orbital energy (alpha / beta) = -12.8 / -11.5 eV
HOMO-LUMO gap (alpha / beta) = 0.2524 / 0.2099 hartree
LUMO (alpha / beta) = -5.963 / -5.830 eV
Charge = +2
Calculated total energy = -96679.1211 eV